1.
This record from the OMol25 dataset describes a single C10H10N2O molecule. The level of theory is wB97M-V/def2-TZVPD.

XYZ file:
```
23
Properties=species:S:1:pos:R:3:forces:R:3
O -1.824499 1.347915 1.731837 -0.1 0.0 -0.1
C -0.936335 1.466908 0.938309 0.0 0.4 0.0
C -0.385040 0.344703 0.070929 2.0 -1.0 1.4
N 1.053236 0.139429 0.706085 -2.2 0.5 -1.4
C 1.438053 0.346962 1.998375 0.1 0.1 0.4
C 2.769182 0.049292 2.034273 -0.1 0.0 0.1
N 3.194673 -0.333594 0.800421 0.6 -0.2 -0.1
C 2.149612 -0.265676 0.027515 0.0 0.0 -0.2
C -0.207573 0.829138 -1.324678 0.0 0.1 -0.3
C -0.857544 0.284998 -2.353359 0.3 0.4 0.2
C -1.756134 -0.832347 -2.176862 -0.4 -0.4 0.1
C -1.906481 -1.403914 -0.984300 0.0 0.0 -0.1
C -1.169791 -0.960065 0.235036 -0.1 0.0 0.0
H -0.409732 2.425490 0.786305 0.0 0.1 0.0
H 0.761486 0.675119 2.760571 -0.2 0.0 0.1
H 3.442910 0.075253 2.867891 0.0 0.1 0.2
H 2.128910 -0.500864 -1.018063 0.0 0.0 -0.2
H 0.453318 1.673879 -1.454672 0.1 0.1 -0.1
H -0.723109 0.676957 -3.350334 0.1 0.1 -0.1
H -2.294009 -1.189004 -3.040989 -0.1 -0.1 0.0
H -2.554985 -2.257266 -0.847552 -0.1 -0.1 -0.1
H -1.876804 -0.826818 1.062515 0.1 -0.1 -0.1
H -0.489345 -1.766497 0.530748 0.0 0.1 0.0
```
Positions in Å, forces in eV/Å.

Properties
Net charge = 0
Frontier orbital gap = 8.88 eV
HOMO level = -8.8603 eV
SMILES string = O=C[C@]1(n2ccnc2)C=CC=CC1
Multiplicity = 1
E_LUMO = 0.020 eV
Relative energy (zero: lowest compared OMol25 entry of this formula, charge and spin) = 1.8875 eV

=====

2.
This record from the OMol25 dataset describes a molecular structure, C10H10N2O2. The level of theory is wB97M-V/def2-TZVPD.

XYZ file:
```
24
Properties=species:S:1:pos:R:3:forces:R:3
C -1.044817 -0.921314 0.023748 -7.3 0.0 -0.8
C -2.488509 -1.467239 0.017695 -0.5 2.4 0.8
C -3.506660 -0.537008 0.106259 1.1 -6.0 -1.5
C -2.050495 1.297430 -0.155142 -1.0 -1.2 -0.9
C 1.676032 0.581555 1.250651 0.3 -1.0 2.3
C 2.696641 1.353390 0.682839 0.0 0.2 -1.7
C 3.087210 0.839056 -0.555918 0.5 0.9 -0.4
C 2.721459 -0.366080 -1.127840 0.5 -1.3 -0.5
C 1.869602 -1.222499 -0.433094 2.2 0.1 -0.2
C 1.292998 -0.743313 0.748569 3.7 3.2 4.9
H -0.182116 0.951892 -0.339462 2.0 0.3 -0.2
H -2.840552 -2.498650 -0.112507 1.1 0.4 0.3
H -4.477561 -0.977840 -0.092342 -0.4 0.6 0.5
H -4.231732 1.271924 -0.376465 3.2 -0.8 1.4
H 1.327355 0.859257 2.306911 0.2 -0.5 -1.7
H 3.217823 2.337948 0.986629 -1.5 -1.8 0.0
H 3.697963 1.404836 -1.210536 0.9 0.8 -0.2
H 3.266951 -0.627571 -2.108685 -1.3 0.2 1.6
H 1.589654 -2.241845 -0.735980 0.7 0.7 -0.2
H 0.707414 -1.267257 1.630988 2.1 0.7 -1.6
N -0.962177 0.430960 -0.073721 -3.1 1.1 0.4
N -3.337462 0.741738 0.015875 -1.9 4.8 -0.8
O -0.128353 -1.620059 0.057988 -1.8 -5.5 -1.6
O -1.900658 2.420689 -0.506465 0.2 1.8 0.0
```
Positions in Å, forces in eV/Å.

Properties
Net charge = 0
Frontier orbital gap = 7.70 eV
HOMO level = -7.3646 eV
Multiplicity = 1
E_LUMO = 0.335 eV
Relative energy (zero: lowest compared OMol25 entry of this formula, charge and spin) = 5.7209 eV

=====

3.
This record from the OMol25 dataset describes 2 unconnected molecules or ions with the total composition C10H10N2O2. The level of theory is wB97M-V/def2-TZVPD.

XYZ file:
```
24
Properties=species:S:1:pos:R:3:forces:R:3
O -5.783572 -0.808727 -0.155044 0.5 -0.8 -0.8
C -4.612143 -0.520289 -0.093693 1.5 0.6 3.4
C -3.496673 -1.223218 0.713554 -3.4 -5.5 -2.3
C -2.247970 -0.838369 0.681634 3.6 1.6 -0.6
N -1.895279 0.350114 -0.025508 2.6 1.0 3.4
C -2.840878 1.360449 -0.224115 -0.7 -3.0 -1.3
O -2.454472 2.462155 -0.452168 -1.3 1.1 0.1
N -4.189086 0.751067 -0.362668 0.2 4.3 -2.2
H -3.751406 -2.424363 0.677322 0.7 3.2 1.3
H -1.246530 -1.251725 1.095631 -2.4 -0.1 -0.6
H -0.942285 0.802685 0.398010 -3.2 -1.2 -1.7
H -4.923428 1.349393 -0.880994 1.7 -1.1 1.4
C 2.583988 1.042181 0.508524 -0.3 -3.3 -0.6
C 3.979994 0.937706 0.618196 -2.8 0.2 0.4
C 4.597811 -0.112374 0.034185 3.0 -0.6 -3.0
C 3.837641 -0.976572 -0.744468 0.4 -0.9 -0.3
C 2.466229 -0.974784 -0.709102 -0.9 -0.6 -0.2
C 1.757479 0.008632 -0.027679 3.3 1.1 -0.4
H 2.102900 1.840715 0.912432 -1.1 2.4 1.2
H 4.375714 1.696823 1.218896 1.3 0.9 0.4
H 5.717772 -0.117348 -0.268314 -1.8 0.0 1.4
H 4.278557 -1.681808 -1.465136 0.2 0.3 0.7
H 1.968262 -1.750697 -1.289440 -0.2 0.2 0.1
H 0.717378 0.078358 -0.160058 -1.1 0.2 0.2
```
Positions in Å, forces in eV/Å.

Properties
Net charge = 0
Frontier orbital gap = 10.00 eV
HOMO level = -9.5855 eV
SMILES string = O=c1cc[nH]c(=O)[nH]1.c1ccccc1
Multiplicity = 1
E_LUMO = 0.418 eV
Relative energy (zero: lowest compared OMol25 entry of this formula, charge and spin) = 3.1335 eV

=====

4.
This record from the OMol25 dataset describes a single C10H10N2O2 molecule. The level of theory is wB97M-V/def2-TZVPD.

XYZ file:
```
24
Properties=species:S:1:pos:R:3:forces:R:3
C 3.062916 -0.244853 -0.007103 0.0 -0.2 0.1
C 1.805766 -0.364409 0.572278 0.2 -0.1 0.0
C 3.099721 0.974734 -0.658356 0.0 0.1 -0.1
C 1.086460 0.801184 0.262388 -1.0 0.5 0.1
C -1.875637 -1.330287 -0.347847 0.1 0.0 0.2
C -2.328531 -0.373455 -1.360479 -0.6 -0.7 -0.4
C -1.329732 -1.083634 0.841820 0.0 -0.3 0.0
C -1.969080 0.849309 -1.554323 0.4 0.2 0.4
C -1.058278 0.246575 1.486159 -0.2 0.2 -0.3
C -0.215313 1.163336 0.656153 0.4 -0.6 0.4
N 1.914546 1.585582 -0.493427 0.3 0.5 -0.3
N -0.764869 2.402686 0.332854 0.4 0.6 0.7
O -1.834523 2.735497 0.845003 0.0 -0.1 -0.3
O -0.125731 3.165774 -0.411670 -0.1 0.1 -0.3
H 3.863992 -0.954651 0.041026 0.1 -0.1 0.0
H 1.445694 -1.186890 1.153219 -0.1 -0.2 0.1
H 3.892681 1.430752 -1.216994 0.1 0.1 -0.1
H -2.055174 -2.361432 -0.622737 0.1 -0.1 0.1
H -3.056259 -0.818774 -2.051392 0.0 0.1 -0.1
H -1.088446 -1.942064 1.454626 0.0 -0.1 0.0
H -2.010471 1.781014 -2.048871 -0.2 0.4 -0.5
H -2.008684 0.762466 1.661556 0.2 -0.1 0.1
H -0.576221 0.084011 2.453182 0.0 0.1 0.0
H 1.610295 2.493212 -0.830184 0.0 -0.2 0.1
```
Positions in Å, forces in eV/Å.

Properties
Net charge = 0
Frontier orbital gap (spin up / spin down) = 8.07 / 7.07 eV
HOMO level (spin up / spin down) = -7.4244 / -8.8738 eV
Multiplicity = 3
E_LUMO (spin up / spin down) = 0.645 / -1.799 eV
Relative energy (zero: lowest compared OMol25 entry of this formula, charge and spin) = 1.0318 eV

=====

What max |F| values result from the calculations? In sequence: 2.633 7.318 6.822 1.130 eV/A.